1.
Molecular formula: C42H60N3O4PSV
Method: DFT, ωB97M-V/def2-TZVPD

CARTESIAN COORDINATES (ANGSTROEM)
V (-0.2272, 0.2818, 0.5720)
O (0.3402, -1.8790, 7.1806)
C (-0.9276, -1.8220, 6.5681)
C (-0.7899, -1.3284, 5.1551)
C (-1.9049, -0.8138, 4.4851)
C (-1.7624, -0.4036, 3.1828)
N (-0.6009, -0.4857, 2.5235)
C (0.4957, -0.9249, 3.1647)
C (0.4196, -1.3681, 4.4899)
C (1.7579, -0.8160, 2.4096)
C (2.9616, -1.1622, 2.9906)
C (4.1490, -0.6673, 2.3716)
C (5.4308, -0.6690, 3.1538)
O (5.2879, -0.1223, 4.4566)
C (4.0620, -0.1396, 1.1334)
C (2.8047, -0.2951, 0.3488)
N (1.6284, -0.2852, 1.1764)
H (0.2383, -2.2027, 8.0790)
H (-1.6055, -1.1545, 7.1139)
H (-1.3919, -2.8180, 6.5382)
H (-2.8633, -0.7177, 4.9772)
H (-2.5936, 0.0165, 2.6322)
H (1.3018, -1.7087, 5.0069)
H (3.0198, -1.5659, 3.9881)
H (6.2057, -0.1371, 2.5865)
H (5.7759, -1.6950, 3.3074)
H (4.8696, 0.7416, 4.3712)
H (4.9115, 0.3406, 0.6633)
H (2.7008, 0.5259, -0.3625)
C (1.9598, 5.5357, -0.8744)
C (1.5615, 4.4705, 0.1445)
C (2.7838, 3.9890, 0.9366)
C (0.8523, 3.3013, -0.5042)
C (1.4029, 2.5667, -1.4829)
C (0.7257, 1.4723, -2.1484)
C (1.4091, 0.8555, -3.3505)
C (2.8031, 0.2966, -3.0674)
C (1.5154, 1.8840, -4.4847)
C (-0.6094, 1.2727, -1.8516)
C (-1.2784, 1.8986, -0.7611)
C (-0.4673, 2.8852, 0.0762)
C (-2.7411, 2.2936, -0.8993)
C (-3.4092, 2.6013, 0.4461)
C (-2.8899, 3.5179, -1.8116)
C (-1.4428, 0.4331, -2.7740)
C (-1.7983, 1.0061, -3.9988)
C (-2.5140, 0.3073, -4.9505)
C (-2.8845, -1.0059, -4.7003)
C (-2.5641, -1.5796, -3.4849)
C (-1.8669, -0.8724, -2.4985)
P (-1.4969, -1.6166, -0.8714)
C (-3.1772, -2.1320, -0.1666)
C (-2.9362, -2.9916, 1.0785)
C (-4.1663, -2.8687, -1.0801)
C (-3.8662, -0.8294, 0.2394)
C (-0.4205, -3.1203, -1.2259)
C (-1.0937, -4.4219, -1.6677)
C (0.5408, -2.6800, -2.3350)
C (0.3860, -3.4107, 0.0445)
H (2.4311, 6.3855, -0.3776)
H (1.0921, 5.8969, -1.4273)
H (2.6724, 5.1378, -1.6000)
H (0.8630, 4.9168, 0.8560)
H (3.5307, 3.5596, 0.2645)
H (2.5047, 3.2168, 1.6549)
H (3.2502, 4.8153, 1.4761)
H (2.3943, 2.8216, -1.8400)
H (0.7911, 0.0258, -3.7047)
H (3.5035, 1.0928, -2.8036)
H (3.1913, -0.1838, -3.9683)
H (2.8028, -0.4408, -2.2693)
H (2.1471, 2.7213, -4.1823)
H (0.5467, 2.2913, -4.7706)
H (1.9707, 1.4294, -5.3665)
H (-1.0389, 3.7636, 0.3962)
H (-3.2813, 1.4676, -1.3711)
H (-3.1809, 3.6167, 0.7766)
H (-3.0658, 1.9329, 1.2366)
H (-4.4951, 2.5227, 0.3700)
H (-2.3323, 4.3654, -1.4078)
H (-3.9356, 3.8209, -1.8946)
H (-2.5116, 3.3209, -2.8135)
H (-1.4912, 2.0237, -4.1958)
H (-2.7726, 0.7812, -5.8887)
H (-3.4223, -1.5780, -5.4453)
H (-2.8581, -2.6006, -3.3029)
H (-2.6574, -4.0111, 0.8107)
H (-3.8594, -3.0440, 1.6606)
H (-2.1545, -2.5871, 1.7222)
H (-3.7828, -3.8048, -1.4709)
H (-4.4864, -2.2421, -1.9099)
H (-5.0580, -3.1014, -0.4919)
H (-3.2026, -0.1685, 0.7935)
H (-4.7427, -1.0503, 0.8532)
H (-4.2021, -0.2799, -0.6421)
H (-1.6605, -4.3106, -2.5906)
H (-1.7430, -4.8424, -0.9015)
H (-0.3116, -5.1608, -1.8629)
H (0.0364, -2.6227, -3.2997)
H (1.3469, -3.4144, -2.4144)
H (0.9998, -1.7167, -2.1124)
H (-0.2484, -3.6746, 0.8882)
H (0.9988, -2.5525, 0.3179)
H (1.0502, -4.2580, -0.1448)
O (-0.5728, 4.1278, 2.7596)
S (-0.2225, 2.6909, 2.7745)
N (-0.2167, 2.0846, 1.2908)
C (3.5074, -2.6336, -0.1041)
O (2.8047, -1.4732, -0.5082)
H (3.1351, -3.0335, 0.8438)
H (4.5808, -2.4539, -0.0133)
H (3.3438, -3.3738, -0.8892)

Results
expectation value of S² = 3.842
net charge = 0
Kohn-Sham gap (alpha / beta) = 5.92 / 6.26 eV
2S+1 = 4
ΔE to the lowest compared entry with this formula, charge and spin = 0.738 eV


2.
Molecular formula: C42H61BIN3O10
Method: DFT, ωB97M-V/def2-TZVPD

CARTESIAN COORDINATES (ANGSTROEM)
C (4.5865, -1.5709, 1.3046)
C (3.1340, -1.4022, 0.5226)
O (2.0366, -1.5564, 1.2980)
O (2.9859, -1.1179, -0.9216)
C (3.6379, 0.1815, -1.2697)
C (3.4263, 0.5545, -2.8555)
C (1.8896, 1.1018, -3.2051)
C (0.9564, -0.2793, -3.3522)
C (-0.3067, 0.1349, -4.3041)
C (-1.6490, -0.7846, -4.1555)
C (-1.9491, -1.3706, -2.6562)
C (-2.8702, -0.5299, -1.5411)
C (-3.5679, 0.9035, -1.9151)
C (-2.5402, 2.1547, -2.1469)
C (-1.2786, 2.2371, -1.1071)
N (-1.5525, 3.1413, 0.1128)
C (-1.8312, 2.3245, 1.3537)
C (-0.9764, 2.9537, 2.6273)
C (-1.6693, 3.7119, 3.9180)
C (-0.6268, 4.2298, 5.1087)
C (1.0121, 4.0241, 5.0317)
C (1.6845, 3.2798, 3.7139)
C (0.6793, 2.7605, 2.5249)
O (1.2462, 2.0896, 1.3295)
C (-3.0674, -1.2601, -0.0491)
B (-4.0013, -0.5768, 1.1657)
N (-3.4826, -0.2090, 2.5431)
O (-5.4277, -0.3536, 0.8318)
C (-2.3750, -2.7357, 0.3271)
C (-2.6335, -3.4024, 1.8391)
C (-4.1483, -4.1018, 1.9557)
N (-4.5128, -4.7476, 0.6383)
C (-1.4598, -3.5575, -0.8064)
C (-1.2759, -2.8646, -2.3183)
C (-0.4160, -3.7396, -3.4049)
O (0.3757, -3.2755, -4.3710)
C (-0.6067, -5.3988, -3.3104)
C (-0.6186, -6.3032, -4.6865)
C (-0.8098, -7.9476, -4.4809)
C (-1.0218, -8.6427, -2.9837)
C (-1.0197, -7.7079, -1.6152)
I (-1.2632, -8.6381, 0.3661)
C (-0.8022, -6.0939, -1.8015)
C (-0.7257, -4.9998, -0.5385)
O (-0.0437, -5.3634, 0.5487)
H (5.1918, -0.5517, 1.3377)
H (5.2273, -2.3845, 0.7541)
H (4.4574, -1.9003, 2.4418)
H (3.2729, 1.0740, -0.6051)
H (4.8054, -0.0141, -1.1288)
H (3.6960, -0.4361, -3.4647)
H (4.2531, 1.3447, -3.1899)
H (1.9311, 1.7125, -4.2031)
H (1.4817, 1.7650, -2.3003)
H (0.6893, -0.5840, -2.2557)
H (1.6539, -1.0495, -3.9159)
H (0.0666, 0.0002, -5.4305)
H (-0.4729, 1.2930, -4.1729)
H (-1.6392, -1.6784, -4.9452)
H (-2.5954, -0.1263, -4.4642)
H (-4.1273, 0.7363, -2.9567)
H (-4.3974, 1.2678, -1.1710)
H (-3.1798, 3.1475, -1.9694)
H (-2.2565, 2.1677, -3.2841)
H (-0.4021, 2.7970, -1.6935)
H (-0.8304, 1.2089, -0.7751)
H (-2.3000, 3.8376, -0.0988)
H (-1.5390, 1.1938, 1.2857)
H (-2.9991, 2.4335, 1.5711)
H (-2.8320, 3.8477, 3.9458)
H (-1.0478, 4.7876, 6.0501)
H (1.7683, 4.4080, 5.8690)
H (2.8402, 3.1189, 3.5783)
H (1.3295, 2.8028, 0.6058)
H (-3.8501, -0.9063, 3.2540)
H (-3.8298, 0.7543, 2.8183)
H (-5.9133, -1.1374, 1.2530)
H (-2.4321, -2.6245, 2.7109)
H (-1.8821, -4.3031, 2.0591)
H (-4.9644, -3.2732, 2.1686)
H (-4.1381, -4.9526, 2.7796)
H (-4.8664, -4.0043, -0.0076)
H (-3.6507, -5.2225, 0.2477)
H (-0.4734, -5.8040, -5.7527)
H (-0.7876, -8.6327, -5.4298)
H (-1.1519, -9.8247, -2.8852)
C (0.0261, 0.4169, 8.2010)
O (-0.5950, -0.8648, 8.1654)
C (-2.0216, -0.7749, 8.1524)
C (-2.5814, -0.9765, 6.7400)
O (-2.1943, 0.0928, 5.8709)
C (-1.1017, -0.2639, 5.0307)
H (1.0806, 0.2947, 7.9387)
H (-0.4285, 1.1120, 7.4869)
H (-0.0409, 0.8312, 9.2098)
H (-2.3574, 0.1774, 8.5772)
H (-2.3976, -1.5799, 8.7951)
H (-3.6740, -0.9663, 6.7916)
H (-2.2729, -1.9462, 6.3274)
H (-1.4553, -0.9139, 4.2257)
H (-0.3041, -0.7654, 5.5839)
H (-0.6954, 0.6505, 4.5910)
C (6.5390, 6.3523, -4.8248)
O (5.2216, 6.2978, -5.3646)
C (4.8498, 4.9731, -5.7521)
C (3.9481, 4.3157, -4.7014)
O (4.6548, 4.0948, -3.4765)
C (4.3577, 5.0842, -2.4967)
H (6.6591, 7.3089, -4.3090)
H (6.7198, 5.5471, -4.1046)
H (7.2715, 6.2928, -5.6333)
H (5.7359, 4.3601, -5.9500)
H (4.2869, 5.0611, -6.6891)
H (3.6366, 3.3347, -5.0716)
H (3.0432, 4.9130, -4.5279)
H (3.3698, 4.8919, -2.0695)
H (4.3885, 6.0949, -2.9104)
H (5.1041, 5.0132, -1.7014)

Results
SMILES = CC(=O)OCCCCCCc1c(CCCNCc2ccccc2O)c(B(N)O)c(CCN)c2c1C(=O)c1cccc(I)c1C2=O.COCCOC.COCCOC
net charge = 0
Kohn-Sham gap = 6.65 eV